Density functional theory data (ωB97M-V/def2-TZVPD) for a structure of composition C23H24N4PdS2.

ORCA input file:
```
! RIJCOSX wB97M-V def2-TZVPD def2/J DEFGRID3
* xyz 0 1
Pd 0.847 -0.171 -1.042
C -2.040 -1.325 -1.915
N -1.025 -1.514 -0.879
C -0.502 -2.890 -0.928
C -1.471 -1.208 0.471
C -2.786 -1.334 0.873
C -3.154 -1.060 2.187
C -2.186 -0.660 3.094
C -0.863 -0.519 2.699
C -0.479 -0.790 1.385
N 0.795 -0.552 0.884
C 2.004 -0.874 1.434
C 2.217 -1.457 2.692
C 3.500 -1.710 3.147
C 4.609 -1.395 2.376
C 4.413 -0.840 1.118
C 3.137 -0.601 0.647
N 2.912 -0.040 -0.702
C 3.631 -0.812 -1.737
C 3.347 1.373 -0.744
H -2.830 -2.084 -1.861
H -1.556 -1.396 -2.888
H -2.482 -0.339 -1.814
H -1.306 -3.617 -0.760
H 0.259 -3.017 -0.161
H -0.056 -3.070 -1.906
H -3.542 -1.639 0.162
H -4.188 -1.150 2.490
H -2.464 -0.427 4.115
H -0.125 -0.142 3.395
H 1.367 -1.725 3.304
H 3.633 -2.165 4.120
H 5.609 -1.592 2.737
H 5.272 -0.607 0.500
H 4.713 -0.680 -1.643
H 3.320 -0.459 -2.718
H 3.383 -1.865 -1.629
H 4.420 1.449 -0.547
H 2.798 1.931 0.012
H 3.119 1.779 -1.728
S 0.711 0.600 -3.305
C -0.576 1.560 -2.683
N -0.941 1.444 -1.440
C -2.008 2.263 -1.131
C -2.636 2.339 0.112
C -3.706 3.200 0.262
C -4.158 3.981 -0.805
C -3.550 3.910 -2.046
C -2.476 3.042 -2.199
S -1.520 2.704 -3.616
H -2.279 1.722 0.929
H -4.205 3.270 1.220
H -4.998 4.649 -0.661
H -3.904 4.510 -2.873
*
```

Relative energy (zero: lowest compared OMol25 entry of this formula, charge and spin) ... 0.000 eV
Kohn-Sham gap ... 7.23 eV
LUMO ... 0.0067 Ha
Highest occupied orbital energy ... -7.051 eV
F_max ... 0.0110 hartree/bohr

Which charges does natural (NBO) predict for the atoms? In e, they are:
1. Pd 0.837
2. C -0.419
3. N -0.466
4. C -0.407
5. C 0.081
6. C -0.226
7. C -0.240
8. C -0.202
9. C -0.268
10. C 0.227
11. N -0.613
12. C 0.135
13. C -0.276
14. C -0.178
15. C -0.269
16. C -0.228
17. C 0.143
18. N -0.437
19. C -0.412
20. C -0.415
21. H 0.178
22. H 0.223
23. H 0.224
24. H 0.183
25. H 0.217
26. H 0.209
27. H 0.218
28. H 0.215
29. H 0.214
30. H 0.219
31. H 0.220
32. H 0.213
33. H 0.215
34. H 0.210
35. H 0.186
36. H 0.222
37. H 0.219
38. H 0.186
39. H 0.222
40. H 0.224
41. S -0.232
42. C -0.082
43. N -0.593
44. C 0.186
45. C -0.239
46. C -0.202
47. C -0.224
48. C -0.213
49. C -0.251
50. S 0.384
51. H 0.231
52. H 0.213
53. H 0.214
54. H 0.220